Run one
A single C5H9NO molecule, computed with ωB97M-V/def2-TZVPD.

Geometry (Å):
C (-1.348, 1.023, 1.583)
C (-1.447, -0.291, 0.848)
O (-2.412, -1.024, 0.905)
C (-0.265, -0.710, 0.022)
C (1.141, -0.490, 0.444)
N (0.511, 0.247, -0.699)
C (1.105, -0.041, -1.967)
H (-1.214, 1.837, 0.865)
H (-2.249, 1.177, 2.177)
H (-0.469, 1.022, 2.235)
H (-0.437, -1.631, -0.532)
H (1.820, -1.318, 0.213)
H (1.437, 0.485, 0.764)
H (2.069, 0.486, -2.008)
H (0.461, 0.342, -2.753)
H (1.297, -1.114, -2.095)

The calculation puts the molecular weight at 99.13 g/mol. As for the structure (SMILES): CC(=O)[C@@H]1CN1C. The HOMO-LUMO gap is 10.409 eV. The charge is 0.



Run two
A single C5H9NO molecule, computed with ωB97M-V/def2-TZVPD.

Geometry (Å):
C (0.230, -0.104, 1.833)
C (0.562, -0.958, 0.633)
N (-0.530, -1.726, 0.030)
C (0.087, -0.645, -0.736)
C (-0.774, 0.563, -1.018)
C (0.046, 1.811, -1.233)
O (1.214, 1.805, -1.543)
H (-0.830, 0.166, 1.835)
H (0.433, -0.646, 2.763)
H (0.830, 0.814, 1.838)
H (1.538, -1.442, 0.680)
H (-0.208, -2.633, -0.295)
H (0.762, -0.916, -1.546)
H (-1.497, 0.730, -0.212)
H (-1.374, 0.406, -1.929)
H (-0.491, 2.775, -1.100)

The calculation puts the molecular weight at 99.13 g/mol. As for the structure (SMILES): C[C@H]1N[C@H]1CC=O. The HOMO-LUMO gap is 10.732 eV. The charge is 0.



Run three
A 2-piece molecular cluster, C5H9NO overall, computed with ωB97M-V/def2-TZVPD.

Geometry (Å):
C (0.499, 2.098, 1.391)
C (0.003, 1.230, 0.521)
C (-1.252, 0.427, 0.762)
C (-2.172, 0.533, -0.373)
N (-2.873, 0.602, -1.290)
H (1.419, 2.635, 1.186)
H (0.009, 2.293, 2.342)
H (0.509, 1.048, -0.427)
H (-1.771, 0.746, 1.673)
H (-0.995, -0.633, 0.852)
C (1.451, -1.839, -1.016)
O (0.053, -1.871, -0.815)
H (1.805, -0.875, -1.412)
H (1.918, -1.991, -0.039)
H (1.786, -2.638, -1.690)
H (-0.389, -1.766, -1.667)

The calculation puts the molecular weight at 99.13 g/mol. As for the structure (SMILES): C=CCC#N.CO. The HOMO-LUMO gap is 11.158 eV. The charge is 0.



Run four
A single C5H9NO molecule, computed with ωB97M-V/def2-TZVPD.

Geometry (Å):
H (0.324, -3.240, -0.311)
N (-0.477, -2.632, -0.493)
C (-0.178, -1.430, -0.233)
C (-1.161, -0.325, -0.585)
C (-0.898, 1.032, 0.078)
C (0.598, 1.326, 0.037)
C (1.340, 0.203, 0.738)
O (1.076, -1.085, 0.171)
H (-1.064, -0.208, -1.673)
H (-2.178, -0.683, -0.397)
H (-1.243, 1.038, 1.120)
H (-1.461, 1.821, -0.434)
H (0.943, 1.382, -1.003)
H (0.843, 2.284, 0.513)
H (1.091, 0.182, 1.809)
H (2.421, 0.321, 0.646)

The calculation puts the molecular weight at 99.13 g/mol. As for the structure (SMILES): [H]/N=C1/CCCCO1. The HOMO-LUMO gap is 10.660 eV. The charge is 0.



Most stable: run four. Least stable: run one.



Run one
A single C5H11N3 molecule, computed with ωB97M-V/def2-TZVPD.

Geometry (Å):
C (-2.407, -0.204, -0.431)
C (-1.024, -0.198, -1.139)
N (-0.751, 0.907, -1.984)
C (-0.025, -0.113, 0.020)
N (0.928, 0.823, -0.103)
C (1.781, 0.615, 1.085)
C (1.592, -0.794, 1.603)
N (0.278, -1.012, 0.967)
H (-2.518, 0.692, 0.082)
H (-2.772, -1.162, 0.101)
H (-3.069, 0.087, -1.366)
H (-0.906, -1.104, -1.767)
H (-1.328, 1.908, -1.573)
H (0.468, 1.098, -1.841)
H (1.454, 1.324, 1.914)
H (2.784, 0.839, 0.773)
H (2.201, -1.692, 1.075)
H (1.410, -1.010, 2.627)
H (-0.407, -1.848, 0.982)

The calculation puts the molecular weight at 113.16 g/mol. As for the structure (SMILES): C[C@@H](N)C1=NCCN1. The HOMO-LUMO gap is 9.104 eV. The charge is 0.



Run two
A single C5H11N3 molecule, computed with ωB97M-V/def2-TZVPD.

Geometry (Å):
C (-1.777, 0.685, 0.316)
C (-0.268, 1.107, 0.571)
C (0.211, 1.450, 1.820)
N (0.591, 1.876, 2.807)
C (0.715, 0.048, 0.156)
C (0.675, -1.101, 1.135)
N (0.391, -0.541, -1.169)
N (0.636, 0.400, -2.218)
H (-2.255, 0.036, 1.111)
H (-2.307, 1.604, 0.254)
H (-1.865, 0.278, -0.656)
H (-0.072, 2.010, 0.062)
H (1.690, 0.450, 0.150)
H (-0.229, -1.763, 0.873)
H (0.659, -0.794, 2.193)
H (1.471, -1.770, 0.985)
H (0.688, -1.467, -1.425)
H (0.202, 1.294, -1.845)
H (1.644, 0.524, -2.035)

The calculation puts the molecular weight at 113.16 g/mol. As for the structure (SMILES): C[C@@H](C#N)[C@@H](C)NN. The HOMO-LUMO gap is 9.902 eV. The charge is 0.



Run three
A single C5H11N3 molecule, computed with ωB97M-V/def2-TZVPD.

Geometry (Å):
C (-0.865, -2.337, 0.641)
C (-0.124, -1.028, 0.697)
N (1.281, -1.211, 0.648)
C (-0.709, 0.080, 1.273)
N (-0.274, 1.328, 0.977)
C (0.242, 1.407, -0.237)
C (-0.438, 1.011, -1.525)
N (1.267, 2.312, -0.408)
H (-1.926, -2.199, 0.841)
H (-0.474, -3.041, 1.379)
H (-0.758, -2.796, -0.345)
H (1.590, -1.655, -0.209)
H (1.795, -0.350, 0.778)
H (-1.596, 0.015, 1.897)
H (0.268, 0.513, -2.191)
H (-0.806, 1.900, -2.045)
H (-1.283, 0.357, -1.326)
H (1.514, 2.843, 0.413)
H (1.298, 2.852, -1.259)

The calculation puts the molecular weight at 113.16 g/mol. As for the structure (SMILES): C/C(N)=C/N=C(\C)N. The HOMO-LUMO gap is 7.587 eV. The charge is 0.



Most stable: run three. Least stable: run one.



Run one
C5H11N3 as an isolated structure, computed with ωB97M-V/def2-TZVPD.

Geometry (Å):
C (0.678, 1.325, -1.261)
C (-0.313, 0.940, 1.157)
C (0.201, -0.976, -0.035)
C (-1.134, -1.361, -0.219)
C (-2.368, -0.718, -0.179)
H (1.531, 0.818, -1.629)
H (0.737, 2.538, -1.074)
H (-0.426, 0.819, -1.794)
H (-1.280, 1.584, 0.705)
H (-0.553, 0.161, 1.902)
H (0.340, 1.477, 2.031)
H (-1.246, -2.412, -0.223)
H (-3.299, -1.023, -0.518)
H (-2.032, 0.380, -0.212)
H (3.007, -1.467, 0.639)
H (1.847, 0.128, 0.649)
N (0.720, 0.383, 0.157)
N (1.228, -1.686, -0.242)
N (2.362, -0.910, 0.147)

The calculation puts the molecular weight at 113.16 g/mol. The HOMO-LUMO gap is 8.245 eV. The charge is 0.



Run two
A single C5H11N3 molecule, computed with ωB97M-V/def2-TZVPD.

Geometry (Å):
C (3.561, 0.326, 0.030)
N (2.321, 0.522, -0.161)
N (1.278, -0.124, 0.534)
C (0.709, -1.401, 0.275)
N (0.117, -0.260, -0.302)
C (-1.118, 0.246, 0.249)
C (-2.226, -0.774, -0.042)
C (-1.407, 1.680, -0.539)
H (4.288, 1.032, -0.280)
H (4.011, -0.401, 0.663)
H (0.209, -1.878, 0.994)
H (1.169, -2.047, -0.423)
H (-1.145, 0.406, 1.339)
H (-2.464, -1.246, 0.941)
H (-3.152, -0.326, -0.389)
H (-1.905, -1.485, -0.712)
H (-0.650, 1.676, -1.348)
H (-1.218, 2.458, 0.186)
H (-2.378, 1.596, -1.014)

The calculation puts the molecular weight at 113.16 g/mol. As for the structure (SMILES): C=NN1CN1C(C)C. The HOMO-LUMO gap is 10.379 eV. The charge is 0.



Most stable: run two. Least stable: run one.



Run one
A single C5H11N3 molecule, computed with ωB97M-V/def2-TZVPD.

Geometry (Å):
C (0.616, -0.195, 1.567)
C (1.600, 0.385, -0.506)
C (-1.438, -1.200, -0.190)
N (1.516, -0.533, 0.608)
C (-1.008, 0.151, 0.331)
C (0.165, 1.002, -0.845)
N (-1.884, 0.865, 0.920)
N (-0.222, 0.937, -2.113)
H (1.489, -1.508, 0.339)
H (-1.505, 1.762, 1.233)
H (-0.064, -0.007, -2.485)
H (0.683, 0.825, 1.925)
H (0.342, -0.969, 2.273)
H (2.029, -0.132, -1.365)
H (2.241, 1.227, -0.246)
H (0.099, 2.022, -0.448)
H (-0.665, -1.652, -0.815)
H (-2.327, -1.103, -0.813)
H (-1.668, -1.877, 0.630)

The calculation puts the molecular weight at 113.16 g/mol. The HOMO-LUMO gap (spin up / spin down) is 6.990 / 7.399 eV. The charge is 0.



Run two
A single C5H11N3 molecule, computed with ωB97M-V/def2-TZVPD.

Geometry (Å):
C (-3.971, -0.213, -0.055)
C (-0.152, 0.185, -0.172)
C (-0.371, -1.233, 0.109)
C (2.221, 1.014, 0.664)
C (1.374, 0.548, -0.474)
N (-2.850, 0.096, 0.523)
N (-2.321, 1.214, -0.110)
N (-1.010, 1.213, -0.206)
H (-4.671, -0.862, 0.422)
H (-4.251, 0.241, -1.060)
H (-0.626, -1.841, -0.811)
H (-1.086, -1.388, 0.986)
H (0.577, -1.767, 0.343)
H (3.129, 1.330, 0.162)
H (2.442, 0.337, 1.440)
H (1.835, 2.058, 1.013)
H (1.869, -0.265, -1.022)
H (1.308, 1.502, -1.055)
H (-0.675, 2.101, -0.443)

The calculation puts the molecular weight at 113.16 g/mol. The HOMO-LUMO gap is 7.693 eV. The charge is 0.



Run three
A single C5H11N3 molecule, computed with ωB97M-V/def2-TZVPD.

Geometry (Å):
C (-1.368, -1.463, 0.653)
N (-0.207, -1.815, 1.138)
N (0.815, -1.134, 0.607)
C (0.413, 0.274, 0.269)
C (-0.157, 1.136, 1.304)
C (1.307, 0.939, -0.801)
C (-0.119, 0.459, -0.973)
N (-0.574, -0.561, -1.977)
H (-2.247, -2.082, 0.844)
H (-1.537, -0.629, -0.130)
H (1.613, -1.039, 1.114)
H (-0.552, 2.190, 1.014)
H (-0.914, 0.370, 1.907)
H (0.924, 1.447, 1.694)
H (1.559, 2.077, -0.439)
H (2.157, 0.377, -1.254)
H (-0.994, 1.258, -0.637)
H (0.207, -0.314, -2.805)
H (-0.326, -1.491, -1.528)

The calculation puts the molecular weight at 113.16 g/mol. As for the structure (SMILES): C=NN[C@@]1(C)C[C@H]1N. The HOMO-LUMO gap is 10.024 eV. The charge is 0.



Most stable: run two. Least stable: run three.